12
Properties=species:S:1:pos:R:3:forces:R:3 method="wB97M-V/def2-TZVPD" e_homo_ha="-0.33399 / -0.33398" smiles="N=C=O.C#C.C=S" multiplicity=1
C 3.73961 1.45717 0.02279 -2.00 2.18 2.79
C 3.07751 2.05619 0.85303 2.21 -2.14 -2.89
C 2.44441 -2.15632 -0.07065 1.39 -0.08 1.00
C -5.67486 0.61701 -0.82668 0.66 1.21 6.00
N 2.14388 -2.64669 1.01281 -1.65 -0.50 -0.74
O 3.00825 -1.66889 -0.95313 -0.37 0.29 -0.77
S -5.97693 -0.43044 0.46204 0.57 1.94 -2.59
H 4.52515 1.24217 -0.60349 0.97 -0.92 -1.22
H 2.57277 2.62920 1.53000 -1.21 0.86 1.34
H -5.82230 0.35691 -1.79781 -0.40 -0.78 -2.73
H -5.29043 1.71169 -0.58600 -0.82 -2.38 -0.67
H 1.25295 -3.16802 0.95710 0.65 0.30 0.50